(1)
Computed, not measured: a single C4H12N2O2 molecule in a non-equilibrium geometry, with the ωB97M-V functional and the def2-TZVPD basis.

Computed properties:
SMILES: CN(O)C(C)(C)NO
Lowest unoccupied orbital energy in eV: 0.95
Kohn-Sham gap in eV: 9.94
Energy in eV: -11414.531
HOMO in eV: -8.98
Net charge: 0

Last column: Mulliken charge in e.
Cartesian coordinates (Å):
C: -0.6179 -1.2354 1.5892  -0.7569
N: 0.4150 -0.3967 0.9855  -0.1324
O: 0.5069 0.7523 1.8695  -0.4334
C: 0.1265 0.0717 -0.4626  1.1887
C: 1.1205 1.1761 -0.8684  -1.7292
C: 0.3613 -1.1383 -1.3863  -1.5537
N: -1.2658 0.4768 -0.5992  -0.3839
O: -1.4671 1.7265 0.0969  -0.4038
H: -0.2418 -1.6527 2.5306  0.2808
H: -0.8777 -2.0865 0.9545  0.3017
H: -1.5333 -0.6786 1.8216  0.2619
H: 1.4569 0.7474 2.0872  0.3399
H: 2.1532 0.8303 -0.7471  0.4000
H: 0.9997 2.0865 -0.2724  0.3854
H: 0.9861 1.4564 -1.9196  0.4167
H: -0.3625 -1.9424 -1.2204  0.3741
H: 0.2847 -0.8510 -2.4417  0.4161
H: 1.3646 -1.5520 -1.2289  0.3572
H: -1.3727 0.7616 -1.6269  0.3345
H: -2.0369 1.4480 0.8387  0.3363

***

(2)
Computed, not measured: a single C5H9NO2 molecule in a non-equilibrium geometry, with the ωB97M-V functional and the def2-TZVPD basis.

Computed properties:
SMILES: C=NOCC(=C)CO
Lowest unoccupied orbital energy in eV: 0.87
Kohn-Sham gap in eV: 10.60
Energy in eV: -10910.488
HOMO in eV: -9.72
Net charge: 0

Last column: Mulliken charge in e.
Cartesian coordinates (Å):
C: 1.9840 -0.4129 2.1076  -0.2304
N: 1.0851 0.2197 1.4189  -0.4136
O: 1.4008 0.8631 0.2261  -0.1525
C: 0.0211 1.3367 -0.2550  -0.6385
C: -0.6007 0.1748 -1.0716  0.7055
C: -0.3547 0.2091 -2.3975  -0.7619
C: -1.3951 -0.9058 -0.2928  -0.6547
O: -0.7447 -1.7447 0.6662  -0.4951
H: 3.1164 -0.6413 1.7181  0.2430
H: 1.7767 -0.7100 3.2604  0.2269
H: -0.7306 1.4378 0.5818  0.3311
H: 0.1807 2.1527 -0.9157  0.4845
H: -0.0764 1.4117 -2.6806  0.1445
H: -0.8540 -0.4848 -3.1446  0.3054
H: -2.1013 -1.5421 -0.9948  0.3113
H: -2.1108 -0.2191 0.2808  0.2506
H: -0.5966 -1.1450 1.4927  0.3440

***

(3)
Computed, not measured: a single C6H11N3 molecule in a non-equilibrium geometry, with the ωB97M-V functional and the def2-TZVPD basis.

Computed properties:
SMILES: C/C=C/N=C\C=N/NC
Lowest unoccupied orbital energy in eV: -0.09
Kohn-Sham gap in eV: 8.20
Energy in eV: -10866.698
HOMO in eV: -8.29
Net charge: 0

Last column: Mulliken charge in e.
Cartesian coordinates (Å):
C: 2.2028 -1.4618 -0.0148  -1.3204
C: 1.3448 -0.2314 -0.2218  -0.4182
C: 1.7024 1.0064 0.3540  -0.0952
N: 1.1114 2.2025 0.1700  -0.5601
C: -0.1008 2.5223 -0.1425  0.0394
C: -1.3587 1.8340 -0.2622  -0.0966
N: -1.9309 0.7078 -0.0976  -0.3828
N: -1.4829 -0.4164 0.4826  -0.0453
C: -2.2443 -1.6484 0.0367  -0.7222
H: 3.1891 -1.3058 -0.3959  0.3733
H: 1.7686 -2.3663 -0.3753  0.3579
H: 2.3039 -1.5060 1.0945  0.2889
H: 0.6834 -0.1526 -1.0903  0.5581
H: 2.6591 0.9726 0.8872  0.3410
H: -0.1487 3.5781 -0.4147  0.3235
H: -2.1876 2.6048 -0.5380  0.1788
H: -0.4072 -0.5657 0.5151  0.3145
H: -1.7021 -1.8900 -0.8021  0.3288
H: -2.0943 -2.4984 0.8166  0.2418
H: -3.3080 -1.3857 -0.0014  0.2947

***

Values of ΔE to the lowest compared entry with this formula, charge and spin, in order: 108.05; 140.39; 95.03, all in kcal/mol.